DFT (ωB97M-V/def2-TZVPD) results for a cluster of 10 separate species, C40H82FNO21S in total in a non-equilibrium geometry.

Calculated values
energy	-3706.016794	hartree
HOMO level	-9.0	eV

```
146
Properties=species:S:1:pos:R:3:forces:R:3:mulliken_charge:R:1
C 0.723 1.555 4.715 -0.645 0.678 -0.315 -0.52
O 1.041 2.619 5.640 0.407 -0.914 0.008 -0.39
C 2.316 2.430 6.233 -0.493 0.377 0.852 -0.44
C 2.058 2.296 7.780 0.708 0.040 -1.202 -0.48
N 3.367 2.372 8.470 -0.545 0.547 -0.721 0.10
F 3.388 1.296 9.395 -0.241 0.195 0.605 -0.28
C 3.493 3.644 9.200 -0.138 -0.798 0.652 -0.51
S 4.789 3.381 10.503 3.644 1.233 -1.383 0.86
O 5.925 2.726 9.799 -2.588 0.778 1.629 -0.55
O 5.139 4.645 11.186 -1.524 -2.030 -0.794 -0.61
H 1.094 0.552 5.020 -0.404 1.248 -0.026 0.68
H 1.177 1.844 3.736 -0.230 -0.600 0.462 0.03
H -0.390 1.565 4.598 1.014 -0.152 0.102 0.17
H 2.830 1.507 5.905 -0.240 0.471 -0.067 0.32
H 2.940 3.311 5.985 -0.061 -0.422 0.311 0.27
H 1.359 3.094 8.099 0.200 -0.522 -0.032 0.23
H 1.645 1.286 7.938 0.052 0.591 0.151 0.32
H 2.532 3.990 9.645 0.617 -0.187 0.103 0.42
H 3.849 4.396 8.469 0.103 -0.344 0.615 0.30
H 4.195 2.500 11.399 0.203 0.557 -0.587 0.18
O 1.641 -0.976 4.072 0.287 -0.504 -0.433 -0.61
C 1.642 -1.534 3.002 -0.281 -0.377 0.188 0.80
O 1.428 -0.820 1.891 0.188 0.517 -0.022 -0.42
C 1.626 -1.353 0.568 -0.016 -0.175 -0.299 -0.20
C 0.396 -2.078 0.070 -0.181 -0.115 0.058 -0.68
C 1.782 -3.022 2.883 0.529 -0.168 -0.101 -0.50
H 2.519 -1.980 0.530 -0.101 -0.056 0.069 0.19
H 1.822 -0.493 -0.072 -0.081 0.086 0.209 0.07
H 0.162 -2.944 0.693 0.097 -0.042 -0.050 0.11
H 0.543 -2.420 -0.955 0.047 0.052 0.041 0.27
H -0.474 -1.418 0.101 0.066 0.058 -0.052 0.46
H 0.801 -3.486 2.994 -0.003 0.046 -0.004 0.20
H 2.435 -3.375 3.680 -0.179 0.054 0.104 0.36
H 2.231 -3.329 1.945 -0.166 -0.128 0.000 -0.07
O 3.446 -4.398 0.523 0.080 0.171 0.055 -0.75
C 3.379 -4.870 -0.584 -0.289 -0.411 -0.048 0.84
O 3.099 -4.050 -1.606 0.286 0.557 -0.056 -0.13
C 3.185 -4.421 -2.985 -0.196 -0.201 -0.280 -0.40
C 1.900 -5.067 -3.458 -0.137 -0.066 0.133 -1.05
C 3.503 -6.348 -0.821 0.590 -0.073 -0.014 -0.92
H 4.061 -5.045 -3.171 -0.032 -0.086 0.143 0.41
H 3.342 -3.493 -3.535 -0.041 0.108 0.244 0.24
H 1.698 -5.997 -2.924 0.073 -0.030 -0.060 0.28
H 1.952 -5.286 -4.526 0.008 0.022 0.014 0.42
H 1.053 -4.403 -3.275 0.049 0.036 -0.071 0.29
H 2.527 -6.814 -0.686 -0.010 0.044 -0.050 0.23
H 4.201 -6.758 -0.089 -0.318 0.117 -0.034 0.19
H 3.899 -6.601 -1.802 -0.218 0.003 -0.090 0.33
O 2.240 -1.143 -2.699 -0.218 0.116 -0.070 -0.55
C 3.122 -0.329 -2.669 0.247 -0.295 -0.208 0.78
O 2.835 0.963 -2.895 -0.415 0.264 0.179 -0.33
C 3.765 2.032 -2.683 0.220 0.147 -0.130 -0.43
C 4.635 2.254 -3.902 0.081 -0.144 -0.115 -0.97
C 4.555 -0.744 -2.479 0.255 0.010 0.603 -0.90
H 4.349 1.869 -1.776 0.005 -0.094 -0.048 0.31
H 3.160 2.921 -2.505 -0.135 -0.136 -0.006 0.38
H 5.252 1.381 -4.122 0.039 0.032 0.085 0.33
H 5.292 3.112 -3.752 -0.052 0.011 -0.011 0.38
H 4.014 2.436 -4.781 -0.013 0.098 0.064 0.21
H 4.982 -1.010 -3.446 0.005 0.049 0.007 0.32
H 4.573 -1.618 -1.828 -0.125 -0.090 -0.185 0.07
H 5.172 0.013 -2.000 0.061 0.059 -0.209 0.40
O -2.253 1.950 3.321 -0.326 -0.060 -0.163 -0.60
C -2.006 2.788 2.496 0.426 -0.059 0.169 0.84
O -2.476 2.642 1.248 -0.482 -0.128 -0.081 -0.36
C -2.415 3.671 0.249 0.275 -0.063 -0.460 -0.16
C -1.092 3.643 -0.490 0.216 -0.046 0.199 -1.26
C -1.101 3.947 2.811 -0.295 0.579 0.156 -0.95
H -2.630 4.650 0.682 0.069 -0.028 0.057 0.36
H -3.228 3.458 -0.446 0.291 -0.050 0.341 0.32
H -0.251 3.844 0.177 -0.018 0.084 -0.040 0.30
H -1.084 4.388 -1.288 -0.035 -0.008 0.010 0.34
H -0.924 2.658 -0.927 -0.087 0.033 -0.037 0.32
H -0.066 3.644 2.655 -0.020 0.005 0.002 0.19
H -1.238 4.215 3.857 0.154 -0.226 0.025 0.31
H -1.315 4.842 2.230 0.153 -0.080 -0.148 0.41
O -1.992 -4.017 -3.011 0.191 -0.053 0.078 -0.53
C -2.688 -4.271 -2.067 -0.217 -0.061 -0.303 0.83
O -2.147 -4.862 -0.990 0.476 0.044 0.238 -0.33
C -2.827 -5.025 0.259 -0.188 -0.152 0.086 -0.33
C -3.657 -6.291 0.274 -0.094 -0.066 -0.149 -1.10
C -4.173 -4.031 -2.107 -0.237 0.515 0.271 -1.11
H -3.413 -4.137 0.504 -0.027 -0.015 -0.087 0.40
H -2.044 -5.097 1.015 0.111 0.058 -0.164 0.27
H -4.447 -6.263 -0.477 -0.037 0.057 0.071 0.28
H -4.117 -6.436 1.253 0.024 0.008 -0.011 0.38
H -3.032 -7.156 0.047 0.038 0.046 0.082 0.31
H -4.663 -4.892 -2.561 0.010 -0.001 0.037 0.27
H -4.360 -3.150 -2.719 0.077 -0.155 -0.152 0.32
H -4.611 -3.830 -1.131 -0.044 -0.210 0.009 0.35
O -5.172 3.876 -0.769 -0.547 -0.056 -0.244 -0.68
C -6.004 3.696 0.083 0.098 0.370 0.138 1.00
O -7.091 2.968 -0.211 0.068 -0.464 -0.170 -0.35
C -8.040 2.516 0.765 -0.284 0.121 0.219 -0.51
C -9.101 3.564 1.027 0.051 0.192 -0.059 -0.89
C -5.897 4.348 1.432 0.221 -0.316 0.429 -0.97
H -7.537 2.190 1.677 0.067 0.088 -0.033 0.44
H -8.507 1.629 0.336 0.162 0.034 -0.147 0.32
H -8.672 4.474 1.448 -0.004 -0.064 0.084 0.25
H -9.852 3.184 1.721 0.017 -0.011 -0.023 0.39
H -9.595 3.847 0.095 -0.030 -0.094 0.020 0.23
H -6.326 5.349 1.381 -0.025 -0.030 -0.003 0.30
H -4.843 4.425 1.692 -0.023 0.123 -0.147 0.07
H -6.372 3.784 2.231 -0.156 0.113 -0.035 0.38
O 2.844 6.148 -4.483 0.213 -0.118 -0.113 -0.57
C 2.178 5.618 -5.330 -0.286 0.324 0.181 0.74
O 2.766 5.156 -6.446 0.472 -0.253 -0.051 -0.35
C 2.100 4.332 -7.409 -0.173 0.039 -0.208 -0.34
C 1.353 5.168 -8.427 -0.086 0.160 0.038 -1.11
C 0.680 5.546 -5.208 -0.272 -0.539 0.199 -0.82
H 1.458 3.598 -6.918 -0.028 0.083 0.039 0.34
H 2.886 3.768 -7.911 0.108 0.092 0.146 0.37
H 0.562 5.756 -7.961 -0.039 -0.093 -0.007 0.27
H 0.905 4.531 -9.191 0.021 0.002 0.016 0.36
H 2.032 5.871 -8.910 0.035 -0.094 -0.014 0.31
H 0.244 6.466 -5.596 0.009 -0.029 -0.018 0.27
H 0.428 5.450 -4.153 0.079 0.220 -0.013 0.18
H 0.239 4.688 -5.711 -0.043 0.141 -0.160 0.35
O 5.517 -8.137 0.731 0.110 0.016 0.088 -0.60
C 6.535 -8.019 1.361 0.127 -0.260 -0.189 0.88
O 7.006 -6.792 1.620 -0.251 0.371 0.104 -0.36
C 8.084 -6.530 2.525 0.296 0.024 0.011 -0.43
C 9.426 -6.646 1.833 0.029 -0.137 -0.143 -0.95
C 7.337 -9.220 1.779 -0.092 -0.231 0.576 -1.19
H 8.014 -7.164 3.410 -0.013 -0.067 -0.077 0.35
H 7.941 -5.505 2.867 -0.184 -0.033 -0.109 0.33
H 9.603 -7.658 1.466 0.023 -0.006 0.098 0.27
H 10.234 -6.381 2.516 -0.027 0.009 -0.006 0.36
H 9.465 -5.982 0.968 -0.018 0.058 0.085 0.30
H 8.003 -9.506 0.965 0.007 0.027 0.023 0.27
H 6.648 -10.039 1.978 -0.012 0.025 -0.232 0.33
H 7.912 -9.069 2.689 0.165 0.052 -0.135 0.35
O -11.951 3.848 -3.500 0.057 0.088 0.154 -0.57
C -10.862 3.372 -3.669 -0.182 0.033 -0.352 0.72
O -9.800 3.922 -3.060 0.023 0.134 0.472 -0.37
C -8.500 3.315 -3.026 0.238 0.083 -0.269 0.14
C -7.692 3.678 -4.255 -0.101 -0.030 -0.218 -1.14
C -10.650 2.230 -4.624 0.031 -0.597 0.220 -0.89
H -8.575 2.236 -2.878 -0.057 0.017 -0.059 0.35
H -8.007 3.713 -2.144 -0.184 0.055 -0.003 -0.14
H -8.158 3.304 -5.168 0.048 -0.073 0.029 0.33
H -6.685 3.264 -4.185 -0.017 0.023 0.047 0.35
H -7.621 4.762 -4.354 0.041 -0.026 0.099 0.32
H -10.511 2.626 -5.630 0.029 -0.004 0.025 0.25
H -11.540 1.602 -4.609 -0.078 0.199 -0.106 0.31
H -9.812 1.587 -4.363 0.119 0.128 -0.146 0.32
```
Forces are in eV/Å.